[1]
# C15H19N3O3Tc

A molecular structure, C15H19N3O3Tc (ωB97M-V with the def2-TZVPD basis set, the Open Molecules 2025 dataset).

ORCA input file:
```
! RIJCOSX wB97M-V def2-TZVPD def2/J DEFGRID3
* xyz 4 4
N -0.9447 -3.0436 3.1566
C -0.6959 -4.0944 2.7256
C -0.3268 -5.4268 2.3003
H 0.1543 -5.9764 3.1399
H 0.3972 -5.3274 1.4583
H -1.2460 -5.9815 2.0139
N -1.9635 -0.0936 -5.2082
C -1.9749 0.6136 -6.1419
C -1.9634 1.4640 -7.3544
H -1.3671 0.9173 -8.1360
H -1.4709 2.4703 -7.1660
H -3.0290 1.5716 -7.7132
N 1.6938 3.9455 1.8370
C 1.3554 4.3346 2.8715
C 0.8776 4.7719 4.1833
H -0.0829 5.2962 4.0478
H 1.6261 5.4269 4.6619
H 0.6947 3.8638 4.7837
Tc 0.4041 -0.1643 -0.8049
C -0.9538 1.2586 -0.6698
O -1.6858 2.0998 -0.3478
C -0.9117 -1.6309 -0.5448
O -1.5869 -2.4685 -0.1284
C 1.9690 -1.4825 -1.1318
C 1.8921 -1.0933 0.2287
C 1.8464 0.2737 0.5596
C 1.8363 1.2674 -0.4438
C 1.9423 0.8850 -1.7959
C 1.9490 -0.4793 -2.1431
H 2.0007 -2.5267 -1.4454
H 1.7822 -1.8431 1.0112
H 1.7733 0.5522 1.6090
H 1.8054 2.3256 -0.2004
H 2.0777 1.6157 -2.6024
H 2.0414 -0.7397 -3.2059
C -1.9380 -0.2100 2.6420
O -0.6189 -0.7395 2.7062
H -2.2935 -0.1279 3.6943
H -2.6438 -0.7985 2.0051
H -1.7955 0.7767 2.1562
H -0.6258 -1.4824 3.3923
*
```

The calculation puts the LUMO energy (alpha / beta) at -0.5889 / -0.6730 hartree. The calculation puts the relative energy (zero: lowest compared OMol25 entry of this formula, charge and spin) at 78.24 kcal/mol. The highest occupied orbital energy (alpha / beta) is -20.4 / -20.4 eV. The total energy is -1051.79150 a.u.

[2]
# C15H19N3O4S2

C15H19N3O4S2 in the gas phase (ωB97M-V with the def2-TZVPD basis set, the Open Molecules 2025 dataset).

ORCA input file:
```
! RIJCOSX wB97M-V def2-TZVPD def2/J DEFGRID3
* xyz 0 1
C 3.3899 2.6283 0.5696
C 4.2776 1.3937 0.6734
N 3.4844 0.1828 0.5388
C 3.6782 -0.8841 1.4952
C 5.0592 -1.5334 1.4421
S 3.1173 -0.3292 -1.0064
O 3.2387 0.7927 -1.8883
O 3.8083 -1.5405 -1.3531
C 1.3787 -0.7263 -0.7946
C 0.4874 0.3052 -0.5658
C -0.8527 0.0209 -0.3834
C -1.2843 -1.3070 -0.4304
C -2.6810 -1.6200 -0.2478
N -3.2663 -2.7757 -0.3396
N -4.5760 -2.5950 -0.1106
C -4.7389 -1.3275 0.1157
S -6.2145 -0.4948 0.4457
C -5.5290 1.1721 0.7508
C -4.7546 1.7452 -0.4285
C -5.4306 1.6246 -1.7615
O -3.6839 2.2641 -0.2585
O -3.5800 -0.6392 0.0468
C -0.3775 -2.3416 -0.6673
C 0.9594 -2.0437 -0.8503
H 2.9694 2.6873 -0.4297
H 3.9782 3.5231 0.7567
H 2.5844 2.5751 1.2984
H 5.0447 1.4293 -0.1065
H 4.7701 1.3694 1.6478
H 2.9133 -1.6322 1.2725
H 3.4816 -0.4803 2.4943
H 5.1146 -2.3417 2.1668
H 5.8372 -0.8082 1.6683
H 5.2293 -1.9338 0.4468
H 0.8535 1.3184 -0.5446
H -1.5646 0.8155 -0.2137
H -4.8959 1.1421 1.6388
H -6.4012 1.7965 0.9488
H -6.5011 1.7893 -1.6719
H -4.9918 2.3285 -2.4637
H -5.2799 0.6174 -2.1495
H -0.7427 -3.3554 -0.7052
H 1.6911 -2.8118 -1.0461
*
```

The calculation puts the LUMO energy at -0.0062 hartree. The calculation puts the relative energy (zero: lowest compared OMol25 entry of this formula, charge and spin) at 64.25 kcal/mol. The highest occupied orbital energy is -8.8 eV. The total energy is -1844.55491 a.u.

[3]
# C15H19N3O5S2

C15H19N3O5S2 in the gas phase (ωB97M-V with the def2-TZVPD basis set, the Open Molecules 2025 dataset).

ORCA input file:
```
! RIJCOSX wB97M-V def2-TZVPD def2/J DEFGRID3
* xyz 0 1
C -1.2757 -3.3664 1.5361
C -1.3768 -2.5676 0.2500
O -0.0677 -2.1262 -0.1119
C -0.0035 -1.0673 -0.9432
O -0.9760 -0.4517 -1.3258
N 1.2609 -0.7813 -1.3148
C 2.4312 -1.4977 -0.8669
C 3.2780 -0.5972 0.0495
N 3.1494 0.7918 -0.3275
S 2.5928 1.8685 0.8165
O 3.2046 1.4893 2.0546
O 2.8209 3.1760 0.2815
C 0.8277 1.6067 0.9586
C 0.3386 0.6997 1.8798
C -1.0235 0.4726 1.9442
C -1.8913 1.1206 1.0690
C -1.3774 2.0436 0.1471
C -0.0154 2.2963 0.1128
S -2.4698 2.8586 -0.9626
C -3.6023 1.4520 -1.1736
C -4.1794 1.0306 0.1542
O -5.3500 0.8021 0.3445
N -3.2553 0.8724 1.1479
C 2.8429 1.0450 -1.7090
C 1.5272 0.3715 -2.1540
H -0.8478 -2.7554 2.3263
H -2.2650 -3.6999 1.8355
H -0.6391 -4.2343 1.3885
H -1.7752 -3.1847 -0.5639
H -2.0268 -1.6950 0.3675
H 2.1243 -2.4008 -0.3436
H 3.0119 -1.7795 -1.7524
H 4.3322 -0.8945 -0.0115
H 2.9657 -0.6760 1.0907
H 1.0239 0.2029 2.5469
H -1.4288 -0.2161 2.6713
H 0.3897 3.0320 -0.5632
H -4.3960 1.7557 -1.8519
H -3.0198 0.6327 -1.6025
H -3.6031 0.4657 2.0075
H 3.6784 0.6776 -2.3141
H 2.7850 2.1272 -1.8212
H 0.6734 1.0445 -2.0647
H 1.6070 0.0559 -3.2020
*
```

The calculation puts the LUMO energy at 0.0157 hartree. The calculation puts the relative energy (zero: lowest compared OMol25 entry of this formula, charge and spin) at 6.68 kcal/mol. The highest occupied orbital energy is -8.5 eV. The total energy is -1919.88762 a.u.

[4]
# C15H19N5O2

C15H19N5O2 in the gas phase (ωB97M-V with the def2-TZVPD basis set, the Open Molecules 2025 dataset).

ORCA input file:
```
! RIJCOSX wB97M-V def2-TZVPD def2/J DEFGRID3
* xyz 0 1
C -5.3231 -0.5863 -2.3736
O -5.6108 -0.5157 -0.9970
C -4.6477 -0.0495 -0.1579
C -4.9941 0.0084 1.1952
C -4.0894 0.4676 2.1306
C -2.8255 0.8775 1.7436
C -2.4768 0.8212 0.3990
C -1.1639 1.2457 -0.0366
N -0.7351 1.2009 -1.3173
N 0.4665 1.6526 -1.3248
N 0.7721 1.9652 -0.0909
C 2.0364 2.4913 0.3158
C 3.2304 1.6662 -0.1974
O 4.1477 2.2247 -0.7647
N 3.2110 0.3425 0.0304
C 2.1869 -0.3860 0.7544
C 2.7844 -1.6584 1.3474
C 3.2491 -2.6085 0.2387
C 3.7363 -1.8115 -0.9778
C 4.2826 -0.4598 -0.5429
N -0.2083 1.7285 0.7547
C -3.3823 0.3586 -0.5543
H -4.4885 -1.2650 -2.5750
H -6.2256 -0.9748 -2.8428
H -5.0953 0.4010 -2.7871
H -5.9828 -0.3126 1.4829
H -4.3730 0.5075 3.1717
H -2.1088 1.2413 2.4624
H 2.1656 3.4981 -0.0934
H 2.0383 2.5442 1.4073
H 1.3609 -0.6602 0.0845
H 1.7865 0.2345 1.5596
H 3.6247 -1.3827 1.9864
H 2.0369 -2.1438 1.9753
H 2.4293 -3.2627 -0.0606
H 4.0511 -3.2408 0.6216
H 4.5120 -2.3620 -1.5095
H 2.9134 -1.6435 -1.6745
H 4.6865 0.0987 -1.3900
H 5.0867 -0.5887 0.1905
H -3.0643 0.3360 -1.5837
*
```

The calculation puts the LUMO energy at 0.0235 hartree. The calculation puts the relative energy (zero: lowest compared OMol25 entry of this formula, charge and spin) at 51.52 kcal/mol. The highest occupied orbital energy is -8.6 eV. The total energy is -1007.22996 a.u.

[5]
# C15H19NO

C15H19NO in the gas phase (ωB97M-V with the def2-TZVPD basis set, the Open Molecules 2025 dataset).

ORCA input file:
```
! RIJCOSX wB97M-V def2-TZVPD def2/J DEFGRID3
* xyz 0 1
C -5.3580 -0.7854 0.2243
C -4.2305 -0.3575 -0.7095
N -2.9289 -0.6969 -0.1653
C -1.8484 -0.6399 -1.1396
C -1.1260 0.7064 -1.1637
C -0.4397 0.9773 0.1910
O -0.5825 2.3710 0.4413
C 0.9724 0.6155 0.1285
C 2.1529 0.3834 0.0925
C 3.5335 0.0774 0.0359
C 4.4413 1.0291 -0.4289
C 5.7886 0.7288 -0.4836
C 6.2434 -0.5160 -0.0784
C 5.3447 -1.4643 0.3840
C 3.9952 -1.1741 0.4435
C -1.1300 0.1455 1.2957
C -2.6286 0.0712 1.0384
H -5.3782 -0.1774 1.1244
H -6.3141 -0.6785 -0.2823
H -5.2242 -1.8257 0.5079
H -4.3424 -0.8941 -1.6553
H -4.3242 0.7249 -0.9176
H -2.2537 -0.8585 -2.1292
H -1.1261 -1.4295 -0.9004
H -1.8414 1.5133 -1.3311
H -0.3909 0.7322 -1.9686
H -0.0637 2.6048 1.2189
H 4.0793 1.9970 -0.7444
H 6.4887 1.4682 -0.8448
H 7.2975 -0.7471 -0.1233
H 5.6990 -2.4348 0.6999
H 3.2893 -1.9089 0.8026
H -0.9475 0.6170 2.2644
H -0.7074 -0.8592 1.3241
H -3.0184 1.1010 0.9628
H -3.1210 -0.4162 1.8860
*
```

The calculation puts the LUMO energy at 0.0290 hartree. The calculation puts the relative energy (zero: lowest compared OMol25 entry of this formula, charge and spin) at 75.20 kcal/mol. The highest occupied orbital energy is -8.3 eV. The total energy is -712.90458 a.u.

[6]
# C15H19NO3

C15H19NO3 in the gas phase (ωB97M-V with the def2-TZVPD basis set, the Open Molecules 2025 dataset).

ORCA input file:
```
! RIJCOSX wB97M-V def2-TZVPD def2/J DEFGRID3
* xyz 0 1
C 3.3811 0.9972 -4.8031
C 2.3120 1.5377 -3.8091
O 1.6437 2.4996 -4.1584
C 2.1011 0.9606 -2.4107
C 2.7943 -0.1918 -1.9901
C 2.5505 -0.7064 -0.7249
C 1.6480 -0.0692 0.1390
C 1.0201 1.1417 -0.2189
C 1.2554 1.6461 -1.4897
O 0.1575 1.7429 0.6271
C -0.3298 0.9622 1.7528
C -1.4516 -0.0064 1.2702
C -2.8130 0.6894 0.9753
C -3.8589 -0.3996 1.1231
C -3.2724 -1.1900 2.2916
N -1.8233 -1.1524 2.1364
C -1.1607 -2.4698 1.9653
C 0.8391 0.1556 2.3730
O 1.5323 -0.6212 1.3785
H 3.4720 1.6174 -5.6996
H 3.0967 -0.0098 -5.1014
H 4.3644 0.9038 -4.3163
H 3.5263 -0.6944 -2.6289
H 3.0404 -1.6121 -0.4709
H 0.7044 2.5672 -1.7576
H -0.7826 1.5441 2.5399
H -1.1338 -0.4142 0.3554
H -3.0219 1.4618 1.6939
H -2.8122 1.1386 -0.0021
H -4.8265 -0.0019 1.3455
H -3.9063 -1.0201 0.1897
H -3.6812 -2.1964 2.3722
H -3.5182 -0.6837 3.2321
H -1.4548 -3.1107 2.7933
H -1.5013 -2.9542 1.0606
H -0.0930 -2.3858 1.9552
H 0.4762 -0.5248 3.1495
H 1.5258 0.8493 2.8621
*
```

The calculation puts the LUMO energy at 0.0227 hartree. The calculation puts the relative energy (zero: lowest compared OMol25 entry of this formula, charge and spin) at 60.81 kcal/mol. The highest occupied orbital energy is -8.2 eV. The total energy is -863.41647 a.u.